240
Properties=species:S:1:pos:R:3:lowdin_charge:R:1 method="wB97M-V/def2-TZVPD" largest_force_ev_per_a=2.3 smiles=CC1(C)CCCC(C)(C)N1O.CC1(C)CCCC(C)(C)N1O.CC1(C)CCCC(C)(C)N1O.CC1(C)CCCC(C)(C)N1O.CC1(C)CCCC(C)(C)N1O.CC1(C)CCCC(C)(C)N1O.CC1(C)CCCC(C)(C)N1O.CC1(C)CCCC(C)(C)N1O de_lowest_kcal_mol=21.18 total_energy_ha=-3874.1653 homo_energy_ev=-8.04 gap_ev=8.38 e_lumo_ev=0.339 charge=0
C -11.91 -8.79 26.92 -0.05
C -13.28 -8.21 26.57 -0.52
C -13.05 -7.29 25.36 -0.04
C -14.17 -9.38 26.13 -0.13
C -15.61 -8.90 25.98 -0.18
C -16.10 -8.27 27.28 -0.13
C -15.26 -7.08 27.77 -0.53
C -15.55 -5.81 26.96 -0.02
C -15.67 -6.84 29.22 -0.04
N -13.87 -7.51 27.70 -0.09
O -12.99 -6.53 28.23 -0.01
H -11.91 -9.45 27.80 0.08
H -11.58 -9.46 26.12 0.08
H -11.15 -8.01 27.02 0.08
H -13.90 -7.07 24.73 0.07
H -12.56 -6.35 25.63 0.09
H -12.28 -7.75 24.72 0.08
H -13.78 -9.80 25.21 0.13
H -14.21 -10.14 26.92 0.10
H -15.68 -8.23 25.11 0.10
H -16.31 -9.69 25.69 0.11
H -16.12 -9.07 28.02 0.10
H -17.11 -7.91 27.07 0.12
H -15.28 -5.93 25.91 0.07
H -14.93 -5.02 27.39 0.09
H -16.60 -5.56 27.04 0.09
H -15.51 -7.75 29.81 0.06
H -16.72 -6.56 29.29 0.09
H -15.02 -6.08 29.66 0.09
H -12.51 -7.02 28.91 0.10
C -3.54 -13.77 23.72 -0.04
C -4.42 -15.00 23.94 -0.52
C -3.60 -16.17 24.55 -0.02
C -5.44 -14.55 24.99 -0.15
C -6.76 -15.32 25.05 -0.16
C -7.32 -15.51 23.66 -0.15
C -6.36 -16.07 22.63 -0.54
C -6.17 -17.57 22.90 -0.02
C -6.99 -15.84 21.26 -0.03
N -5.10 -15.34 22.71 -0.11
O -4.20 -15.69 21.68 0.00
H -2.64 -13.98 23.14 0.08
H -4.11 -12.96 23.28 0.08
H -3.12 -13.45 24.68 0.09
H -3.37 -16.90 23.77 0.08
H -2.65 -15.91 25.01 0.08
H -4.23 -16.70 25.27 0.07
H -4.95 -14.69 25.96 0.12
H -5.60 -13.47 24.94 0.10
H -6.61 -16.29 25.54 0.11
H -7.44 -14.74 25.68 0.10
H -7.71 -14.55 23.29 0.12
H -8.24 -16.11 23.73 0.12
H -7.14 -18.05 22.72 0.09
H -5.84 -17.72 23.92 0.07
H -5.48 -18.08 22.23 0.08
H -6.43 -16.37 20.49 0.08
H -6.95 -14.77 21.04 0.09
H -8.02 -16.17 21.27 0.09
H -4.33 -15.00 21.03 0.10
C -14.51 -11.16 29.47 -0.04
C -14.68 -11.15 30.99 -0.52
C -14.58 -12.59 31.50 -0.03
C -13.53 -10.31 31.55 -0.14
C -13.77 -9.80 32.96 -0.17
C -15.05 -8.97 33.01 -0.13
C -16.24 -9.79 32.51 -0.52
C -16.75 -10.70 33.62 -0.03
C -17.33 -8.77 32.17 -0.03
N -15.94 -10.49 31.27 -0.09
O -17.05 -11.29 30.87 -0.01
H -15.30 -11.69 28.92 0.09
H -14.58 -10.12 29.13 0.05
H -13.53 -11.51 29.16 0.09
H -13.67 -13.07 31.14 0.08
H -14.71 -12.74 32.57 0.07
H -15.39 -13.19 31.07 0.08
H -12.68 -10.99 31.62 0.11
H -13.20 -9.55 30.83 0.12
H -13.75 -10.67 33.62 0.11
H -12.93 -9.16 33.27 0.11
H -14.87 -8.13 32.34 0.11
H -15.22 -8.62 34.03 0.12
H -16.13 -11.57 33.83 0.07
H -17.77 -11.04 33.40 0.08
H -16.88 -10.20 34.59 0.09
H -17.87 -8.38 33.03 0.09
H -18.05 -9.14 31.45 0.08
H -16.90 -7.92 31.62 0.06
H -17.43 -10.81 30.13 0.10
C -7.58 -14.61 38.59 -0.02
C -8.22 -13.27 38.20 -0.53
C -8.99 -12.73 39.41 -0.03
C -7.13 -12.24 37.89 -0.14
C -6.41 -12.49 36.59 -0.17
C -7.42 -12.56 35.43 -0.13
C -8.66 -13.47 35.64 -0.51
C -9.76 -12.89 34.77 -0.03
C -8.30 -14.90 35.26 -0.02
N -9.09 -13.34 37.04 -0.10
O -10.23 -14.16 37.29 -0.02
H -8.37 -15.33 38.79 0.09
H -7.04 -15.01 37.72 0.05
H -6.80 -14.48 39.34 0.09
H -8.46 -12.90 40.35 0.09
H -9.19 -11.66 39.30 0.08
H -9.93 -13.26 39.53 0.08
H -7.53 -11.23 37.90 0.12
H -6.44 -12.27 38.74 0.12
H -5.77 -11.66 36.30 0.09
H -5.75 -13.37 36.60 0.10
H -6.95 -12.99 34.55 0.11
H -7.74 -11.53 35.21 0.12
H -10.04 -11.89 35.12 0.09
H -10.63 -13.54 34.67 0.09
H -9.37 -12.80 33.75 0.06
H -7.26 -15.16 35.50 0.05
H -8.37 -15.02 34.17 0.09
H -8.91 -15.62 35.81 0.09
H -10.97 -13.54 37.30 0.10
C -3.60 -9.80 34.69 -0.03
C -2.37 -10.68 34.48 -0.52
C -2.06 -11.39 35.80 -0.02
C -2.70 -11.69 33.38 -0.14
C -1.45 -12.41 32.91 -0.18
C -0.47 -11.37 32.39 -0.15
C -0.04 -10.34 33.44 -0.53
C 0.99 -10.94 34.38 -0.03
C 0.66 -9.22 32.65 -0.04
N -1.25 -9.84 34.05 -0.10
O -1.02 -8.72 34.89 -0.01
H -3.39 -9.06 35.46 0.08
H -3.84 -9.21 33.81 0.09
H -4.39 -10.46 35.06 0.07
H -1.72 -10.71 36.58 0.09
H -2.93 -11.96 36.17 0.08
H -1.30 -12.16 35.68 0.06
H -3.43 -12.40 33.77 0.11
H -3.12 -11.15 32.53 0.11
H -1.03 -12.98 33.75 0.10
H -1.62 -13.15 32.12 0.11
H -0.90 -10.88 31.52 0.12
H 0.41 -11.86 31.96 0.13
H 0.70 -11.90 34.81 0.07
H 1.17 -10.27 35.24 0.09
H 2.00 -10.99 33.97 0.08
H -0.01 -8.91 31.83 0.08
H 1.60 -9.46 32.16 0.09
H 0.70 -8.33 33.27 0.08
H -1.55 -8.03 34.48 0.10
C -4.39 -6.96 26.00 -0.01
C -5.63 -7.62 26.65 -0.51
C -5.27 -7.79 28.13 -0.05
C -6.87 -6.70 26.60 -0.13
C -7.50 -6.72 25.21 -0.17
C -7.85 -8.14 24.80 -0.14
C -6.66 -9.10 24.85 -0.51
C -7.29 -10.50 24.86 -0.03
C -5.81 -8.97 23.57 -0.02
N -5.96 -8.93 26.11 -0.11
O -4.97 -9.91 26.33 0.00
H -3.50 -7.29 26.53 0.08
H -4.32 -7.30 24.97 0.06
H -4.35 -5.87 26.06 0.08
H -4.86 -6.85 28.51 0.09
H -6.11 -7.96 28.81 0.07
H -4.50 -8.55 28.29 0.07
H -7.63 -7.10 27.28 0.12
H -6.53 -5.70 26.86 0.12
H -8.42 -6.13 25.25 0.11
H -6.77 -6.31 24.51 0.11
H -8.23 -8.06 23.77 0.12
H -8.71 -8.52 25.37 0.11
H -6.48 -11.23 24.74 0.07
H -7.97 -10.66 24.01 0.09
H -7.86 -10.76 25.74 0.05
H -5.53 -7.93 23.43 0.07
H -6.40 -9.30 22.72 0.09
H -4.92 -9.58 23.64 0.09
H -5.31 -10.31 27.14 0.06
C -5.87 -10.57 30.45 -0.01
C -6.51 -11.96 30.43 -0.51
C -5.45 -13.01 30.70 -0.03
C -7.51 -12.03 31.56 -0.15
C -8.88 -11.47 31.20 -0.18
C -9.37 -12.06 29.89 -0.13
C -8.44 -11.77 28.71 -0.50
C -8.91 -12.64 27.55 -0.04
C -8.50 -10.29 28.30 -0.02
N -7.11 -12.27 29.12 -0.07
O -6.11 -12.19 28.11 -0.02
H -6.62 -9.78 30.37 0.07
H -5.26 -10.41 31.34 0.08
H -5.19 -10.44 29.60 0.07
H -4.96 -12.90 31.67 0.07
H -5.88 -14.02 30.69 0.09
H -4.64 -13.02 29.96 0.09
H -7.68 -13.05 31.93 0.12
H -7.19 -11.52 32.48 0.12
H -9.60 -11.73 31.98 0.09
H -8.89 -10.37 31.19 0.11
H -10.32 -11.56 29.69 0.12
H -9.43 -13.14 30.00 0.13
H -8.23 -12.54 26.70 0.06
H -9.87 -12.30 27.16 0.09
H -8.92 -13.69 27.83 0.09
H -8.57 -9.51 29.08 0.08
H -9.35 -9.99 27.69 0.07
H -7.57 -10.07 27.78 0.06
H -5.79 -13.10 28.07 0.10
C -4.14 -15.59 33.11 -0.04
C -3.84 -16.62 34.20 -0.52
C -2.48 -17.28 33.94 -0.02
C -3.84 -15.86 35.50 -0.13
C -4.04 -16.78 36.74 -0.18
C -5.32 -17.58 36.59 -0.14
C -5.34 -18.41 35.30 -0.53
C -4.35 -19.58 35.44 -0.02
C -6.78 -18.90 35.16 -0.03
N -4.98 -17.54 34.19 -0.10
O -5.06 -18.19 32.93 -0.01
H -3.59 -14.67 33.31 0.06
H -3.93 -15.91 32.09 0.09
H -5.21 -15.37 33.16 0.08
H -1.94 -17.51 34.86 0.08
H -2.52 -18.11 33.25 0.09
H -1.80 -16.53 33.51 0.08
H -2.88 -15.39 35.69 0.12
H -4.68 -15.18 35.61 0.10
H -3.19 -17.46 36.90 0.10
H -4.00 -16.15 37.64 0.11
H -6.16 -16.90 36.70 0.10
H -5.32 -18.32 37.39 0.12
H -4.65 -20.20 36.29 0.09
H -3.37 -19.19 35.67 0.06
H -4.30 -20.23 34.57 0.09
H -7.43 -18.04 35.04 0.08
H -6.98 -19.59 35.98 0.09
H -6.92 -19.53 34.27 0.08
H -5.90 -17.87 32.58 0.10

***

15
Properties=species:S:1:pos:R:3:nbo_charge:R:1 method="wB97M-V/def2-TZVPD" largest_force_ev_per_a=6.2 smiles=O.O.O.O.O de_lowest_kcal_mol=50.83 total_energy_ha=-382.1432 homo_energy_ev=-10.38 gap_ev=10.48 e_lumo_ev=0.101 charge=0
O -0.03 0.07 -0.02 -0.97
H 0.62 0.00 -0.64 0.49
H -0.86 -0.25 -0.39 0.50
O 1.13 -2.03 1.47 -0.99
H 2.07 -2.40 1.23 0.47
H 0.67 -1.49 0.79 0.50
O -2.53 -1.14 0.74 -0.92
H -2.82 -0.56 1.41 0.47
H -3.37 -1.08 0.33 0.46
O 1.35 0.16 -2.55 -0.94
H 2.15 0.74 -2.55 0.47
H 0.82 0.86 -3.18 0.48
O 0.09 2.43 1.50 -0.93
H 0.75 2.96 0.90 0.45
H -0.05 1.73 0.96 0.48

***

15
Properties=species:S:1:pos:R:3:nbo_charge:R:1 method="wB97M-V/def2-TZVPD" largest_force_ev_per_a=7.0 de_lowest_kcal_mol=173.39 total_energy_ha=-362.2479 homo_energy_ev=-2.42 gap_ev=5.75 e_lumo_ev=3.330 charge=-1
C 0.13 0.09 -0.45 -0.27
C -0.99 1.00 -0.29 -0.54
C -1.03 1.95 0.72 0.30
O -1.88 2.84 0.93 -0.76
N -0.04 -1.45 -0.80 -0.43
C 1.09 -2.11 -0.75 0.09
O 2.09 -1.99 0.18 -0.65
H 1.08 0.44 -0.05 0.19
H 0.25 -0.10 -1.55 0.22
H 0.35 -1.12 1.84 0.00
H -1.79 0.96 -1.02 0.18
H -0.15 1.87 1.40 0.05
H 2.16 -1.42 -0.80 0.49
H -0.07 -0.72 2.29 -0.01
H 1.09 -2.93 -1.47 0.14

***

16
Properties=species:S:1:pos:R:3:nbo_charge:R:1 method="wB97M-V/def2-TZVPD" largest_force_ev_per_a=1.0 smiles="O=CNCCO.O" de_lowest_kcal_mol=48.86 total_energy_ha=-400.1436 homo_energy_ev=-9.69 gap_ev=10.21 e_lumo_ev=0.519 charge=0
O -0.52 0.32 -2.20 -0.52
C 0.43 -0.33 -1.88 0.57
N 0.68 -0.89 -0.61 -0.72
C 1.57 -0.16 0.28 -0.24
C 0.90 0.34 1.53 -0.07
O 0.09 1.48 1.25 -0.72
H 1.24 -0.53 -2.59 0.11
H 0.03 -1.49 -0.13 0.39
H 1.98 0.72 -0.21 0.21
H 2.44 -0.78 0.60 0.19
H 1.64 0.65 2.28 0.18
H 0.28 -0.45 1.99 0.16
H -0.82 1.28 1.50 0.47
O -3.71 -0.13 -0.60 -0.94
H -3.06 -0.26 -1.31 0.48
H -3.16 0.22 0.11 0.46

***

16
Properties=species:S:1:pos:R:3:nbo_charge:R:1 method="wB97M-V/def2-TZVPD" largest_force_ev_per_a=3.1 smiles="C=CC/C=C/C" de_lowest_kcal_mol=42.01 total_energy_ha=-234.5356 homo_energy_ev=-8.90 gap_ev=10.15 e_lumo_ev=1.250 charge=0
C -2.70 0.35 0.73 -0.39
C -1.42 0.65 0.86 -0.18
C -0.62 1.15 -0.28 -0.49
C 0.65 0.39 -0.58 -0.16
C 0.95 -0.79 0.00 -0.21
C 2.36 -1.32 -0.31 -0.65
H -3.44 -0.06 1.42 0.20
H -3.20 0.38 -0.24 0.18
H -0.90 0.61 1.82 0.21
H -0.34 2.21 -0.15 0.22
H -1.05 1.34 -1.29 0.22
H 1.40 1.03 -1.03 0.19
H 0.22 -1.51 0.33 0.21
H 3.23 -0.73 -0.02 0.21
H 2.44 -1.38 -1.39 0.21
H 2.42 -2.31 0.13 0.21

***

46
Properties=species:S:1:pos:R:3:nbo_charge:R:1 method="wB97M-V/def2-TZVPD" largest_force_ev_per_a=4.2 total_energy_ha=-1532.8453 homo_energy_ev="-10.46 / -10.46" gap_ev="6.01 / 6.01" e_lumo_ev="-4.453 / -4.453" charge=+1
O 4.15 -2.46 -5.64 -0.39
C 3.58 -1.92 -4.80 0.40
Sr 2.29 -0.90 -2.68 1.65
O 6.07 -0.67 -3.28 -0.41
C 4.96 -0.62 -3.03 0.40
C 3.03 1.34 -1.36 0.42
O 3.22 2.38 -0.90 -0.41
C 0.80 1.03 -3.99 0.17
O -0.06 1.74 -3.52 -0.47
C 2.65 1.26 -3.89 0.02
O 2.85 2.36 -4.25 -0.51
H 0.54 0.15 -4.72 0.05
C 1.52 -2.32 4.46 -0.20
C 1.12 -3.11 3.37 -0.20
C 0.69 -2.50 2.17 -0.25
C 0.71 -1.11 2.02 -0.35
C 1.07 -0.32 3.12 -0.18
C 1.49 -0.91 4.34 -0.22
Sb 0.08 -0.24 0.10 0.92
C -1.79 -1.22 -0.41 -0.36
C -1.91 -1.74 -1.69 -0.24
C -3.16 -2.20 -2.13 -0.20
C -4.29 -2.10 -1.32 -0.19
C -4.15 -1.56 -0.05 -0.21
C -2.91 -1.10 0.42 -0.16
C -0.58 1.70 0.84 -0.34
C -1.27 1.91 2.02 -0.17
C -1.62 3.19 2.45 -0.22
C -1.28 4.30 1.69 -0.19
C -0.63 4.10 0.47 -0.20
C -0.32 2.81 0.03 -0.24
H 1.82 -2.78 5.41 0.23
H 1.12 -4.21 3.45 0.23
H 0.30 -3.12 1.36 0.21
H 1.01 0.77 3.06 0.22
H 1.77 -0.28 5.20 0.23
H -1.04 -1.78 -2.35 0.17
H -3.24 -2.61 -3.12 0.22
H -5.26 -2.45 -1.68 0.23
H -5.04 -1.49 0.58 0.23
H -2.83 -0.64 1.40 0.21
H -1.54 1.05 2.62 0.21
H -2.15 3.30 3.39 0.23
H -1.54 5.31 2.02 0.23
H -0.35 4.92 -0.20 0.23
H 0.14 2.72 -0.97 0.22

***

93
Properties=species:S:1:pos:R:3:lowdin_charge:R:1 method="wB97M-V/def2-TZVPD" largest_force_ev_per_a=2.3 multiplicity=4 de_lowest_kcal_mol=20.91 total_energy_ha=-8768.1804 homo_energy_ev="-0.40 / -3.18" gap_ev="4.67 / 6.66" e_lumo_ev="4.265 / 3.484" charge=-2
Ti 0.08 -1.29 0.26 0.85
O 1.10 -4.92 -0.97 0.09
C 1.13 -3.74 -0.68 -0.46
N 0.93 -3.11 0.50 0.00
C 1.33 -3.56 1.76 -0.45
O 1.78 -4.68 2.01 0.02
C 1.22 -2.48 2.72 -0.22
C 1.47 -2.67 4.09 -0.05
C 1.25 -1.66 4.99 -0.11
C 0.71 -0.43 4.49 -0.12
C 0.53 -0.28 3.15 -0.21
N 0.83 -1.23 2.23 -0.05
C 1.52 -2.71 -1.75 -0.18
C 1.92 -3.10 -3.01 0.01
C 2.43 -2.14 -3.87 -0.04
C 2.52 -0.83 -3.45 -0.04
C 2.04 -0.51 -2.19 -0.12
N 1.57 -1.43 -1.35 0.03
H 1.82 -3.65 4.39 0.11
H 1.43 -1.80 6.05 0.08
H 0.44 0.38 5.15 0.09
H 0.09 0.62 2.75 0.07
H 1.81 -4.14 -3.28 0.12
H 2.74 -2.42 -4.87 0.11
H 2.89 -0.04 -4.09 0.11
H 2.03 0.52 -1.84 0.08
F -2.88 0.63 -5.81 0.11
C -3.02 -0.51 -5.11 -0.68
F -3.50 -1.44 -5.95 0.12
F -3.91 -0.30 -4.15 0.13
S -1.39 -1.01 -4.42 0.56
O -1.09 0.02 -3.47 -0.29
O -0.57 -1.15 -5.59 -0.29
N -1.64 -2.42 -3.80 -0.29
S -2.24 -2.73 -2.39 0.62
O -3.64 -2.50 -2.27 -0.27
O -1.41 -2.32 -1.27 -0.34
C -2.04 -4.58 -2.43 -0.66
F -1.01 -4.98 -3.16 0.13
F -3.15 -5.13 -2.95 0.12
F -1.89 -5.04 -1.19 0.14
C -4.07 0.25 1.99 -0.16
Si -2.96 -1.26 1.86 0.28
C -3.89 -2.65 1.01 -0.16
C -2.59 -1.86 3.60 -0.16
O -1.59 -0.87 1.09 -0.48
H -4.91 0.06 2.66 0.02
H -4.45 0.54 1.01 0.01
H -3.50 1.09 2.39 0.02
H -4.75 -2.95 1.62 0.02
H -3.24 -3.51 0.88 0.03
H -4.26 -2.35 0.03 0.01
H -3.48 -2.32 4.04 0.02
H -2.26 -1.05 4.26 0.02
H -1.79 -2.61 3.60 0.03
C 3.63 0.92 3.36 -0.27
Ge 3.20 1.34 1.48 0.86
C 4.26 0.01 0.48 -0.26
C 4.13 3.09 1.23 -0.28
Ge -0.35 1.44 -0.25 0.92
C 0.32 2.62 -1.74 -0.32
C 1.62 3.13 -1.65 -0.15
C 2.18 3.91 -2.66 -0.11
C 1.44 4.18 -3.81 -0.12
C 0.15 3.68 -3.92 -0.10
C -0.40 2.91 -2.90 -0.11
C -0.89 2.85 1.08 -0.30
C -2.08 3.57 0.95 -0.11
C -2.43 4.56 1.86 -0.11
C -1.59 4.86 2.93 -0.12
C -0.40 4.17 3.07 -0.11
C -0.06 3.18 2.15 -0.14
H 4.71 1.09 3.46 0.01
H 3.40 -0.12 3.59 0.00
H 3.10 1.54 4.08 0.01
H 5.21 -0.09 1.02 0.01
H 4.45 0.30 -0.55 0.00
H 3.76 -0.96 0.48 0.00
H 5.17 2.92 1.52 0.01
H 3.70 3.84 1.90 0.01
H 4.10 3.48 0.22 -0.01
H 2.21 2.93 -0.77 0.04
H 3.19 4.29 -2.56 0.09
H 1.87 4.78 -4.61 0.08
H -0.43 3.88 -4.81 0.09
H -1.40 2.52 -3.02 0.07
H -2.75 3.35 0.13 0.08
H -3.36 5.09 1.74 0.09
H -1.87 5.63 3.64 0.09
H 0.26 4.38 3.90 0.09
H 0.87 2.65 2.30 0.04
N -3.23 1.15 -1.52 0.09
C -2.19 1.22 -1.03 -0.38

***

20
Properties=species:S:1:pos:R:3:nbo_charge:R:1 method="wB97M-V/def2-TZVPD" largest_force_ev_per_a=3.9 smiles="CCS[C@@]1(CC#N)N=NNN1" de_lowest_kcal_mol=61.46 total_energy_ha=-867.7569 homo_energy_ev=-8.79 gap_ev=9.35 e_lumo_ev=0.558 charge=0
C 2.58 0.91 0.59 -0.60
C 1.22 1.55 0.24 -0.54
S 0.56 0.71 -1.18 0.16
C -0.78 -0.38 -0.40 0.13
C -0.63 -1.80 -0.88 -0.55
C 0.33 -2.55 -0.04 0.29
N 1.07 -3.05 0.68 -0.30
N -0.79 -0.28 1.03 -0.32
N -1.89 0.19 1.40 0.07
N -2.65 0.40 0.38 -0.26
N -2.15 0.11 -0.85 -0.47
H 2.57 -0.12 0.70 0.22
H 3.15 1.24 -0.27 0.20
H 3.02 1.35 1.53 0.21
H 1.61 2.47 -0.23 0.22
H 0.49 1.60 1.02 0.24
H -0.38 -1.89 -1.98 0.27
H -1.67 -2.24 -0.91 0.27
H -3.50 0.87 0.54 0.40
H -2.18 0.90 -1.38 0.38